A single C2H5NO4S2 molecule at a distorted geometry, computed with ωB97M-V/def2-TZVPD.

XYZ file:
```
14
Properties=species:S:1:pos:R:3:nbo_charge:R:1
C 0.998 -1.255 -0.803 -0.6773
C 0.655 0.264 -1.051 -0.5662
N -1.256 1.852 0.553 -1.0145
O -1.997 -0.596 0.088 -0.8981
O -2.670 0.486 2.220 -0.8243
O 1.465 1.905 1.086 -0.8260
O -0.107 -0.059 1.620 -0.8681
S -1.847 0.470 1.067 2.3202
S 0.420 1.031 0.675 2.0731
H 1.685 -1.661 -1.658 0.2321
H 1.472 -1.663 0.175 0.2547
H 0.081 -1.913 -1.030 0.2509
H -0.394 0.375 -1.478 0.2945
H 1.493 0.766 -1.463 0.2490
```

M = 171.20 g/mol
Highest occupied orbital energy = -10.56 eV
Max |F| = 0.07533 Eh/bohr
LUMO = -0.10 eV
Kohn-Sham gap = 10.46 eV
Relative energy (zero: lowest compared OMol25 entry of this formula, charge and spin) = 72.6 kcal/mol



A single C4H4O3 molecule at a distorted geometry, computed with ωB97M-V/def2-TZVPD.

XYZ file:
```
11
Properties=species:S:1:pos:R:3:nbo_charge:R:1
C -1.885 0.056 0.166 -0.7223
C -0.527 -0.366 -0.294 0.5097
O -0.290 -1.189 -1.155 -0.4992
C 0.656 0.337 0.366 0.2744
O 0.560 1.147 1.273 -0.5139
C 1.911 -0.280 0.045 0.2586
O 2.799 0.259 -0.725 -0.5725
H -1.973 -0.119 1.244 0.2517
H -2.650 -0.499 -0.377 0.2386
H -2.007 1.133 0.012 0.2497
H 3.407 -0.479 -0.557 0.5251
```

M = 100.07 g/mol
Highest occupied orbital energy = -9.01 eV
Max |F| = 0.03576 Eh/bohr
LUMO = -0.44 eV
Kohn-Sham gap = 8.56 eV
Relative energy (zero: lowest compared OMol25 entry of this formula, charge and spin) = 82.6 kcal/mol



13 unconnected molecules or ions with the total composition C4H34N2O13 at a distorted geometry, computed with ωB97M-V/def2-TZVPD.

XYZ file:
```
53
Properties=species:S:1:pos:R:3:nbo_charge:R:1
C -1.272 -0.230 0.786 -0.2351
C -0.154 -0.559 -0.182 -0.4265
C 0.046 -2.078 -0.448 -0.5350
C 1.487 -2.310 -0.785 0.7218
N 1.827 -2.181 -2.075 -0.7903
O 2.363 -2.608 0.042 -0.7096
N -2.525 -0.841 0.354 -0.8702
H -0.997 -0.512 1.804 0.1850
H -1.404 0.853 0.843 0.2189
H 0.787 -0.157 0.200 0.2101
H -0.348 -0.053 -1.129 0.2356
H -0.603 -2.421 -1.249 0.2242
H -0.214 -2.660 0.435 0.2528
H 2.784 -2.292 -2.339 0.4037
H 1.207 -1.796 -2.746 0.4101
H -3.289 -0.470 0.914 0.3551
H -2.508 -1.837 0.584 0.3801
H 0.102 -3.135 2.983 0.5038
H -0.530 -4.455 3.467 0.4634
O -0.771 -3.611 3.068 -0.9930
H -3.586 0.494 -0.170 0.4693
H -2.755 1.755 -0.450 0.4986
O -3.481 1.200 -0.797 -0.9862
H 3.098 0.213 -0.512 0.5039
H 3.607 -1.106 0.160 0.5086
O 3.637 -0.125 0.223 -0.9899
H -0.959 -0.210 -2.843 0.5148
H -0.585 1.273 -3.078 0.5162
O -0.196 0.360 -3.122 -1.0336
H -0.200 2.494 2.806 0.4840
H -0.299 4.031 2.833 0.4835
O -0.831 3.219 2.806 -0.9539
H 1.651 1.993 -0.323 0.5016
H 1.601 1.856 1.197 0.4953
O 1.341 2.485 0.482 -1.0099
H 1.709 -1.252 2.746 0.4973
H 1.942 -2.477 1.805 0.5016
O 1.644 -2.242 2.708 -1.0121
H -0.429 2.597 0.209 0.5228
H -1.593 3.224 0.939 0.5176
O -1.416 2.783 0.087 -1.0347
H 1.212 0.678 -2.238 0.5260
H 2.514 1.527 -2.409 0.4937
O 2.026 0.987 -1.765 -1.0170
H 2.766 0.832 3.059 0.4873
H 2.785 0.313 1.604 0.5158
O 2.163 0.570 2.356 -1.0120
H -2.940 -0.082 -2.000 0.5052
H -2.511 -1.431 -1.417 0.4909
O -2.506 -0.926 -2.251 -1.0040
H -1.427 2.938 -1.718 0.5037
H -2.461 2.614 -2.784 0.4864
O -1.507 2.764 -2.672 -0.9755
```

M = 318.32 g/mol
Highest occupied orbital energy = -10.02 eV
Max |F| = 0.03998 Eh/bohr
LUMO = 0.18 eV
Kohn-Sham gap = 10.20 eV
Relative energy (zero: lowest compared OMol25 entry of this formula, charge and spin) = 10.7 kcal/mol



A single C4H6N4 molecule at a distorted geometry, computed with ωB97M-V/def2-TZVPD.

XYZ file:
```
14
Properties=species:S:1:pos:R:3:nbo_charge:R:1
C -1.179 0.158 -0.175 0.5712
C 1.194 -0.707 -0.100 0.3825
C 1.734 0.655 0.105 -0.0950
C 2.239 1.716 0.264 -0.1461
H -2.375 -0.788 1.209 0.3780
H -3.072 0.450 0.274 0.4025
H -0.214 1.625 -0.902 0.3548
H -0.594 -1.760 0.007 0.4105
H 1.464 -2.542 -0.468 0.3300
H 2.576 2.698 0.493 0.2410
N -2.407 -0.323 0.299 -0.8393
N -1.172 1.326 -0.681 -0.7280
N -0.191 -0.810 -0.076 -0.6426
N 1.996 -1.699 -0.249 -0.6195
```

M = 110.12 g/mol
Highest occupied orbital energy = -9.32 eV
SMILES = [H]/N=C(/N)N/C(C#C)=N\[H]
Max |F| = 0.04738 Eh/bohr
LUMO = 0.62 eV
Kohn-Sham gap = 9.93 eV
Relative energy (zero: lowest compared OMol25 entry of this formula, charge and spin) = 54.9 kcal/mol